304
Properties=species:S:1:pos:R:3:forces:R:3 method="wB97M-V/def2-TZVPD" orbital_gap_ha=0.3501 relative_energy_ev=0.0000 spin_multiplicity=1 energy_ev=-159673.6270
C 10.74253 -5.50440 -0.80012 -1.12 0.55 0.87
O 9.31427 -5.62455 -0.73474 -0.48 -0.22 -0.31
C 8.68924 -6.51471 -1.71183 0.43 1.16 0.69
C 7.22879 -6.13225 -1.93954 0.25 -0.53 1.03
O 6.50667 -6.41218 -0.74518 0.13 -0.58 -0.40
C 5.17105 -5.98492 -0.87237 0.11 1.61 1.00
H 11.17662 -6.46103 -0.57565 0.57 -0.56 -0.28
H 11.05453 -4.82044 0.02339 -0.43 -0.40 -0.57
H 11.08184 -5.05922 -1.73645 0.04 -0.27 -0.22
H 8.83539 -7.56734 -1.45809 -0.20 0.03 0.28
H 9.20279 -6.32367 -2.62268 0.49 -0.06 -1.21
H 6.79397 -6.64092 -2.82042 0.22 -0.27 0.34
H 7.15413 -5.07713 -2.17248 0.15 0.57 0.05
H 4.73044 -6.32236 -1.78093 -0.51 -0.44 -0.82
H 5.19623 -4.87380 -0.88230 -0.34 -0.27 -0.13
H 4.53583 -6.25608 -0.00966 0.60 -0.28 -0.30
C -5.61304 1.40521 3.39178 -1.08 -0.85 1.08
O -4.97037 2.20525 2.45903 0.72 0.43 -0.04
C -5.57692 2.16455 1.20183 -1.36 -0.08 -0.32
C -5.21026 3.41943 0.44675 0.94 1.06 0.16
O -5.57425 3.31117 -0.90218 -0.48 -0.49 0.26
C -5.38816 4.46094 -1.67030 0.88 0.50 -0.71
H -6.66533 1.69708 3.57764 0.32 0.16 -0.30
H -5.10762 1.48335 4.36420 0.18 -0.04 -0.38
H -5.68618 0.33934 3.09882 0.32 0.30 -0.01
H -6.68483 2.14824 1.33766 0.47 -0.05 -0.13
H -5.32672 1.23941 0.64667 0.21 0.31 0.05
H -4.13366 3.65768 0.55175 -0.10 -0.47 -0.13
H -5.66464 4.31992 0.89274 -0.36 -0.29 0.12
H -6.01453 5.35821 -1.42139 0.23 -0.88 0.08
H -5.56947 4.11999 -2.69271 -0.26 0.40 0.01
H -4.32079 4.79557 -1.66673 -0.56 -0.20 0.25
C 3.03910 -4.73882 -3.76305 -0.51 0.16 -0.43
O 3.07678 -6.13779 -3.61720 -0.98 -0.93 0.88
C 1.96765 -6.64730 -2.77971 1.32 0.42 -0.04
C 2.12488 -8.14576 -2.45136 0.01 0.90 -1.52
O 2.04265 -8.90354 -3.65698 -0.04 -0.02 0.09
C 2.18308 -10.30505 -3.51106 -0.12 0.14 -1.11
H 3.71143 -4.46980 -4.58003 -0.06 -0.10 -0.06
H 3.36340 -4.14926 -2.89661 -0.03 -0.32 0.35
H 2.01706 -4.41318 -4.02883 0.39 -0.03 0.05
H 1.00161 -6.37237 -3.21264 0.04 -0.35 -0.40
H 2.00887 -6.10953 -1.83247 0.02 -0.11 0.20
H 1.35450 -8.41250 -1.74567 -0.55 -0.16 0.25
H 3.07677 -8.30031 -1.96811 0.60 -0.10 0.20
H 2.24764 -10.76939 -4.51052 -0.13 0.56 0.11
H 1.29237 -10.75377 -3.06986 0.17 -0.05 0.61
H 3.13131 -10.57816 -3.06090 0.03 -0.05 0.74
C 1.79041 2.99684 -1.83062 -0.78 0.53 0.30
O 0.41938 3.11297 -2.23653 0.84 -0.42 -0.50
C 0.10828 4.45301 -2.57282 0.01 -1.68 -0.08
C -1.27071 4.53756 -3.12145 -0.58 0.93 -1.16
O -1.43343 4.16671 -4.50522 0.17 -0.07 1.38
C -1.53198 2.74870 -4.66247 0.00 0.76 -0.73
H 2.49201 3.52846 -2.50967 -0.44 -0.08 0.41
H 2.08005 1.94765 -1.83683 -0.26 -0.02 0.15
H 1.78291 3.41673 -0.80169 0.74 -0.20 -0.38
H 0.84948 4.79924 -3.28557 0.03 0.45 -0.24
H 0.10780 5.05111 -1.68405 0.36 0.64 0.76
H -1.43115 5.62178 -3.02570 -0.64 -0.13 -0.53
H -2.03817 4.03672 -2.51841 0.26 -0.15 0.15
H -2.40655 2.30878 -4.19982 -0.68 0.17 -0.05
H -0.71370 2.23008 -4.21230 0.91 -0.20 0.12
H -1.52879 2.62212 -5.74771 -0.17 -0.38 0.20
C -1.48058 2.46340 4.41422 -1.11 -0.25 0.11
O -1.29757 3.59137 3.57487 0.28 -0.99 1.18
C -2.34237 4.49385 3.79578 -0.08 0.31 -0.47
C -2.18440 5.63691 2.83071 -0.71 0.73 0.47
O -2.58545 5.35393 1.50197 0.39 0.33 -0.07
C -1.55298 4.70165 0.76175 -0.17 -0.49 0.81
H -2.48609 2.05974 4.24399 -0.05 -0.12 -0.31
H -1.50394 2.64290 5.49854 0.60 0.54 -0.14
H -0.77651 1.68534 4.18949 0.50 -0.17 -0.12
H -2.33851 4.92970 4.82982 0.09 -0.54 -0.51
H -3.32988 4.00449 3.58584 0.59 0.30 0.29
H -1.20674 6.16359 2.86244 -0.26 -0.58 0.02
H -2.91606 6.30407 3.28936 -0.18 0.70 -0.70
H -1.37637 3.73519 1.23031 -0.25 -0.51 -0.52
H -0.59105 5.16841 0.89949 0.41 0.86 -0.21
H -1.82626 4.64486 -0.29412 -0.09 -0.03 0.25
C 1.89252 4.54245 3.03909 0.36 0.37 0.09
O 1.86908 5.73203 2.24302 -0.78 -0.71 0.48
C 2.97759 5.79104 1.39897 0.15 0.42 -1.53
C 4.19699 6.29552 2.10355 0.42 -0.77 0.42
O 4.33656 7.69361 2.24122 0.11 -0.89 -0.43
C 3.49756 8.22969 3.20900 -0.80 1.21 0.13
H 2.17936 3.67295 2.44423 0.17 0.10 -0.17
H 0.89911 4.35494 3.40469 -0.43 0.16 0.25
H 2.60493 4.62520 3.88274 -0.29 -0.06 -0.31
H 2.72496 6.39394 0.50937 -0.04 0.16 0.44
H 3.20887 4.80553 0.99130 0.06 -0.28 0.13
H 5.09521 5.87876 1.64218 -0.02 0.39 -0.23
H 4.11394 5.76635 3.07168 0.46 0.57 0.14
H 3.95284 9.17422 3.50174 0.03 -0.03 0.37
H 3.34867 7.56367 4.04638 0.27 -0.24 0.52
H 2.47479 8.49013 2.88128 0.27 -0.29 -0.39
C 5.30685 4.23166 5.18357 0.80 -0.75 0.69
O 5.17192 3.47020 4.00414 0.04 -0.37 -0.75
C 6.34757 3.41632 3.16907 -0.70 0.18 0.02
C 6.14724 2.52955 1.90981 -1.85 0.91 0.58
O 5.10003 3.19340 1.14026 0.07 -1.34 -1.03
C 4.48767 2.34652 0.05700 0.91 0.81 1.69
H 4.39555 4.09091 5.79601 0.27 0.40 -0.62
H 5.58450 5.29187 5.03747 -0.45 -0.27 -0.22
H 6.11616 3.79022 5.79830 -0.08 0.20 -0.10
H 7.20958 3.09900 3.76486 0.02 -0.21 -0.06
H 6.52884 4.44391 2.83486 0.24 -0.05 -0.18
H 5.73639 1.54176 2.12979 0.37 -0.17 0.45
H 7.10450 2.42013 1.38910 -0.14 0.19 -0.23
H 5.30714 1.86588 -0.48450 -0.22 0.19 -0.29
H 3.92110 3.06760 -0.54801 0.38 -0.50 0.10
H 3.81907 1.53540 0.45085 0.60 0.83 0.02
C 2.90809 -3.41030 4.27402 0.30 0.75 -0.72
O 1.95658 -3.20228 3.23453 -0.50 0.52 0.09
C 0.82374 -2.30432 3.54525 0.61 -1.67 0.10
C 1.31312 -0.98098 4.03285 -0.51 1.49 -1.11
O 1.84814 -0.26478 2.87673 0.21 0.82 1.35
C 2.06514 1.13289 3.25167 0.12 -1.51 -0.24
H 2.45409 -3.81746 5.18007 -0.01 -0.06 0.06
H 3.45574 -2.46650 4.51075 -0.35 -0.58 0.03
H 3.67335 -4.09445 3.86556 -0.51 0.08 0.26
H 0.18282 -2.86887 4.25642 0.27 0.73 -0.11
H 0.24895 -2.18451 2.60545 0.44 -0.07 0.40
H 2.07212 -1.06242 4.79277 0.52 -0.19 0.23
H 0.53590 -0.34325 4.48316 -0.14 -0.57 -0.23
H 2.69964 1.59229 2.50470 0.22 -0.07 -0.25
H 2.59962 1.18842 4.21998 -0.44 0.14 -0.30
H 1.10563 1.65016 3.23305 0.02 0.12 0.41
C -3.48764 -2.95240 0.19050 -0.09 0.37 1.35
O -3.67801 -3.22482 1.61357 0.59 -0.84 -1.28
C -2.96386 -4.42978 1.94147 -0.52 0.63 1.00
C -3.24619 -4.80663 3.44767 -0.32 -0.02 -1.40
O -4.62292 -5.28182 3.57534 1.28 0.84 0.58
C -4.91556 -5.66303 4.92139 0.51 0.36 -0.17
H -2.46086 -2.59715 0.01406 -0.29 0.14 0.06
H -4.23152 -2.17731 -0.02067 0.27 -0.16 -0.29
H -3.63306 -3.83394 -0.44521 -0.27 0.00 0.24
H -1.88482 -4.25326 1.71711 -0.47 -0.36 0.48
H -3.32352 -5.23120 1.27762 0.11 -0.04 0.30
H -3.02598 -3.95185 4.13058 -0.32 -0.44 -0.45
H -2.55128 -5.62595 3.67606 -0.10 0.00 0.22
H -5.96392 -5.93248 4.95815 -0.10 -0.16 -0.04
H -4.74147 -4.87053 5.68485 -0.03 -0.09 -0.65
H -4.27907 -6.50540 5.20510 -0.13 -0.19 0.07
C -7.37582 7.53787 2.21623 -0.02 0.90 0.11
O -6.50654 8.46892 1.55358 -0.82 -0.73 -0.32
C -5.18959 7.97904 1.57549 0.88 0.23 -0.03
C -4.27832 8.80646 0.66319 -0.87 1.22 0.40
O -4.43027 8.52139 -0.71071 0.00 0.00 0.64
C -3.59350 7.48458 -1.08245 0.22 -1.05 -1.03
H -7.54960 6.63502 1.61802 0.21 0.05 0.07
H -8.34953 8.03821 2.37802 0.57 -0.20 -0.10
H -6.93300 7.28367 3.19738 -0.29 -0.13 -0.28
H -5.10714 6.92918 1.28710 -0.24 -0.25 0.02
H -4.87403 8.08727 2.61413 0.58 -0.22 0.18
H -3.20960 8.83833 0.99339 -0.72 -0.36 -0.26
H -4.68650 9.81704 0.72461 0.28 0.22 0.33
H -3.69053 6.58510 -0.45652 0.01 0.24 0.06
H -2.54274 7.78994 -1.08721 0.14 0.05 0.08
H -3.87792 7.20395 -2.10435 0.18 0.01 0.12
C -7.86504 0.68567 -1.72918 -0.14 -0.10 0.02
O -9.22856 0.46511 -1.47502 -0.25 0.22 0.22
C -9.97532 -0.20877 -2.44304 -0.35 -0.96 0.87
C -11.16189 -0.88928 -1.71569 0.67 -0.36 -0.11
O -10.62703 -1.87087 -0.80345 0.09 1.03 -0.88
C -11.56315 -2.49029 0.03692 -1.16 0.46 -0.66
H -7.70722 1.50716 -2.44145 0.14 -0.30 -0.02
H -7.31462 -0.23188 -1.98732 -0.30 0.09 -0.40
H -7.49310 0.96380 -0.76596 0.55 0.58 0.44
H -9.38534 -1.06002 -2.81220 0.01 0.24 -0.43
H -10.29203 0.46783 -3.25577 -0.05 -0.35 0.15
H -11.76215 -1.37283 -2.49176 -0.21 -0.15 0.05
H -11.79737 -0.19638 -1.16430 0.05 0.27 0.04
H -12.26568 -3.12600 -0.55846 0.58 0.03 0.47
H -12.23762 -1.75620 0.55451 0.75 -0.37 -0.11
H -10.95236 -3.05162 0.73099 -0.33 -0.30 0.30
C -10.04413 1.09240 3.62610 -1.17 -0.93 0.11
O -8.97320 0.75785 2.80048 0.58 0.27 -0.43
C -9.26976 -0.16256 1.76564 -0.51 0.16 -0.11
C -8.06602 -0.97215 1.39883 0.38 -0.67 0.43
O -7.63486 -1.75510 2.54235 0.01 0.64 -1.06
C -6.41236 -2.42532 2.29984 -0.08 -0.50 -1.25
H -10.37814 0.17885 4.19271 0.07 0.63 -0.41
H -10.94020 1.47640 3.04847 0.91 -0.12 0.61
H -9.68386 1.79929 4.37278 -0.14 0.22 -0.23
H -9.64393 0.33997 0.83874 0.18 -0.23 0.71
H -10.03683 -0.86785 2.11653 -0.03 0.09 -0.02
H -7.25518 -0.37273 0.96455 0.16 0.16 0.55
H -8.37994 -1.60685 0.56958 -0.06 -0.42 -0.04
H -6.47744 -3.20068 1.47488 -0.11 0.84 0.66
H -6.11795 -2.96415 3.17843 0.00 -0.21 0.59
H -5.58680 -1.74635 2.04105 -0.26 0.08 -0.02
C 1.59090 0.99029 -6.17080 0.90 -0.99 1.08
O 1.97720 -0.41496 -6.04491 -0.52 1.49 0.31
C 2.13891 -1.08945 -7.25628 -0.62 -0.56 -0.36
C 3.44714 -0.88841 -7.95458 0.89 0.14 0.10
O 4.45770 -1.51046 -7.19082 0.79 0.15 0.30
C 5.70672 -1.47547 -7.85206 -0.35 0.03 -1.03
H 0.64677 1.12749 -6.69487 0.14 -0.11 -0.47
H 2.44260 1.56500 -6.55104 -0.38 0.04 -0.42
H 1.42973 1.35924 -5.15071 0.04 -0.27 -0.09
H 1.36919 -0.81871 -7.97919 -0.41 0.16 -0.05
H 1.98140 -2.16021 -7.02277 0.32 0.40 -0.18
H 3.69975 0.16396 -8.15747 -0.17 0.14 0.47
H 3.44911 -1.31173 -8.95697 -0.36 -0.49 -0.26
H 5.54764 -1.91139 -8.87024 0.50 0.37 0.52
H 6.47192 -2.03244 -7.33854 -0.16 -0.66 0.47
H 6.15730 -0.47371 -7.92870 -0.54 0.15 -0.19
C -4.05776 0.12268 -2.40161 1.24 0.63 0.37
O -3.04755 -0.21674 -3.36083 0.23 0.39 0.32
C -1.68519 -0.14218 -2.84761 -1.50 -0.53 -0.65
C -0.73492 -0.78465 -3.84048 -0.53 -0.61 0.14
O -1.02974 -2.20205 -3.92402 0.56 0.85 0.33
C -0.02693 -2.89494 -4.65223 -0.45 0.84 0.01
H -5.01980 0.11666 -2.93470 0.35 -0.18 0.42
H -3.86766 1.13953 -1.97218 -0.27 -0.33 -0.51
H -4.01579 -0.52030 -1.48744 -0.27 -0.07 -0.83
H -1.69184 -0.72184 -1.95292 0.35 -0.58 0.93
H -1.42908 0.87699 -2.55028 0.18 0.14 -0.34
H 0.28474 -0.63332 -3.48112 -0.05 0.01 -0.09
H -0.82693 -0.37287 -4.84402 -0.09 0.32 -0.16
H -0.12068 -3.92797 -4.36393 -0.05 -0.49 -0.25
H 0.97746 -2.54173 -4.39146 -0.07 0.02 -0.05
H -0.17846 -2.74227 -5.73159 0.11 -0.23 0.11
C 4.34318 -1.77462 1.38652 0.22 0.24 -0.13
O 5.10318 -2.19121 0.25268 -1.41 -1.62 0.27
C 5.96557 -1.30717 -0.32727 1.07 2.20 0.57
C 6.59840 -1.81307 -1.61209 0.00 -0.29 0.64
O 5.68232 -1.76959 -2.67786 -0.16 -0.23 -0.17
C 6.18513 -2.31474 -3.89983 -0.51 1.03 0.57
H 3.42121 -1.17973 1.16561 0.77 -0.55 -0.12
H 4.95724 -1.20523 2.08484 0.26 0.42 -0.04
H 4.09254 -2.66969 1.95199 -0.35 -0.08 -0.37
H 6.77102 -1.05415 0.42916 -0.32 -0.16 -0.81
H 5.45652 -0.35711 -0.53711 -0.06 0.13 -0.10
H 6.83290 -2.84730 -1.37147 0.54 -0.39 -0.27
H 7.52322 -1.23282 -1.83881 -0.49 -0.29 0.12
H 7.06689 -1.74966 -4.18233 0.55 -0.10 -0.13
H 5.42379 -2.07102 -4.63543 -0.13 -0.38 -0.20
H 6.39259 -3.38302 -3.84690 -0.03 -0.09 0.07
C -0.31988 -3.64199 -1.33028 0.26 -0.25 0.27
O 0.03055 -4.49519 -0.21816 -0.96 0.70 -0.73
C 1.32166 -4.36280 0.30650 0.29 -0.24 -0.02
C 1.53330 -5.52134 1.25044 -0.37 -0.25 0.07
O 1.51142 -6.71242 0.49207 0.71 0.00 -0.13
C 1.54085 -7.92151 1.21931 -0.18 -0.04 -1.42
H 0.28915 -3.85454 -2.23385 -0.02 0.16 0.66
H -0.26443 -2.58359 -1.05053 0.32 -0.03 -0.11
H -1.36468 -3.80969 -1.61533 0.27 -0.33 0.26
H 1.54919 -3.43824 0.87096 -0.52 -0.05 -0.29
H 2.07418 -4.43976 -0.49947 -0.07 0.04 0.11
H 0.76242 -5.61758 2.02990 -0.05 0.48 -0.10
H 2.47441 -5.32142 1.75370 0.48 -0.37 0.18
H 2.42640 -8.06662 1.82859 0.10 0.23 0.41
H 1.54826 -8.69269 0.44343 0.15 -0.08 0.17
H 0.60468 -8.05576 1.73319 -0.30 -0.01 0.83
C -2.21504 0.96462 0.94232 0.27 -1.01 0.26
O -1.11073 0.15224 0.59310 1.88 1.27 0.11
C 0.04879 0.97683 0.24875 -0.12 -1.25 -1.12
C 1.26500 0.05051 -0.10551 -1.70 -0.20 0.48
O 1.17455 -0.43919 -1.43880 -0.25 0.97 0.35
C 2.22707 -1.28782 -1.75571 1.28 -0.64 -0.82
H -2.97588 0.20489 1.01900 -0.95 0.26 0.02
H -2.42259 1.71515 0.19535 -0.27 0.24 -0.52
H -2.11930 1.46554 1.90658 0.26 0.04 0.12
H 0.33454 1.72269 0.99156 -0.09 -0.37 0.75
H -0.25302 1.60557 -0.60289 0.26 -0.34 -0.17
H 1.24771 -0.82573 0.56290 -0.05 0.35 0.07
H 2.19384 0.57986 0.09089 0.21 0.14 -0.25
H 2.10459 -1.66498 -2.78408 -0.22 0.19 0.32
H 2.30959 -2.15975 -1.10380 -0.17 -0.01 0.24
H 3.22969 -0.81191 -1.76710 -0.45 0.07 0.30
C -2.59224 -1.01136 3.77726 -1.29 -0.13 1.05
O -1.70121 -1.25579 4.86290 -0.37 0.03 0.24
C -2.19471 -0.76539 6.12304 1.20 -0.97 -0.40
C -0.99504 -0.74943 7.10138 -0.81 -0.69 0.42
O -0.12391 0.27139 6.73723 -0.02 0.75 -0.46
C 1.16554 0.25398 7.29453 -0.15 0.17 0.04
H -3.57321 -1.56283 3.91697 0.94 0.60 -0.16
H -2.16942 -1.31229 2.84315 0.57 -0.53 -0.38
H -2.77818 0.06051 3.68666 -0.25 0.05 0.11
H -2.97645 -1.42463 6.52545 0.05 -0.02 -0.09
H -2.63149 0.20824 5.94630 0.00 0.55 0.31
H -0.46958 -1.73821 7.09937 -0.45 0.48 -0.22
H -1.38509 -0.60615 8.14455 0.26 0.01 -0.62
H 1.13755 0.03718 8.35888 0.03 -0.03 0.28
H 1.59004 1.24486 7.14130 -0.01 0.03 0.05
H 1.81470 -0.46112 6.79692 0.07 -0.33 -0.03
C 8.30209 1.01574 -4.52000 -0.20 0.43 0.46
O 7.75764 1.58743 -3.31499 0.85 -0.16 -0.30
C 7.20098 2.86949 -3.47914 0.63 0.58 -0.73
C 5.89328 2.91735 -4.20241 -0.49 -0.13 -1.09
O 4.77862 2.48934 -3.47067 -0.54 -0.01 0.09
C 4.65255 1.08236 -3.29000 0.61 -0.09 -0.07
H 8.94957 1.70973 -5.11265 -0.55 -0.18 0.57
H 7.45474 0.69072 -5.12887 0.30 -0.22 -0.28
H 8.92867 0.17069 -4.21077 -0.33 0.12 -0.10
H 7.87724 3.53542 -4.08593 -0.15 -0.51 0.61
H 7.05646 3.32216 -2.49565 0.18 -0.17 0.07
H 5.92648 2.39403 -5.18438 0.15 -0.06 0.43
H 5.74152 3.96394 -4.48507 -0.28 0.03 0.27
H 5.43490 0.71354 -2.62112 -0.05 -0.04 -0.14
H 4.72630 0.50610 -4.23852 -0.14 0.42 0.32
H 3.69175 0.89126 -2.81656 -0.05 0.11 -0.22